[1]
{
  "formula": "C37H43O2ReSi",
  "method": "ωB97M-V with the def2-TZVPD basis set",
  "elements": ["C", "H", "C", "H", "C", "H", "C", "C", "C", "H", "H", "H", "C", "H", "H", "C", "H", "H", "C", "Re", "O", "H", "H", "C", "H", "C", "C", "H", "C", "C", "C", "H", "H", "H", "H", "C", "H", "H", "H", "C", "H", "C", "H", "C", "H", "C", "H", "H", "H", "C", "H", "H", "H", "Si", "H", "H", "C", "C", "C", "C", "C", "H", "C", "O", "H", "C", "C", "C", "C", "H", "H", "H", "C", "H", "H", "H", "C", "H", "C", "C", "H", "C", "H", "C"],
  "coordinates": [[2.1530, -0.1959, 5.7618], [1.9334, 1.8920, -1.5736], [1.0251, -0.1735, 6.5718], [2.5437, -1.3112, -9.5517], [0.4198, 0.4093, -4.2639], [-1.9519, 1.7042, 1.6366], [-0.1900, -1.4038, 4.8797], [-0.7251, 0.8206, -3.3253], [0.9129, -0.4976, -3.1449], [0.1854, 3.0721, 0.0767], [3.0657, 0.2747, 6.1045], [1.6900, -2.5838, -10.4241], [-2.0527, 0.1994, -3.6864], [0.7707, -3.4947, -8.3938], [0.1124, -0.0869, -5.1799], [-0.0569, -6.3200, 2.8613], [-2.2733, -1.5830, -1.1534], [0.7571, -1.5631, -3.2801], [-2.0317, -5.0717, 3.4356], [0.0000, 0.0000, 0.0000], [-0.0801, 0.0492, -2.2266], [-1.4084, 2.4362, -2.0863], [1.6080, -5.2180, 2.1186], [3.5267, -2.6787, 1.0408], [0.1458, 2.7351, -2.8574], [0.8724, 1.5476, 1.5469], [-0.0510, -3.8892, 2.5764], [-1.2906, -2.5366, 1.1191], [-2.1216, -1.0146, -0.2535], [-0.8324, 2.2842, -2.9959], [-2.3283, 0.3773, -0.0906], [-1.9783, -0.8855, -3.7052], [-2.8321, 0.4762, -2.9824], [4.8474, -4.3144, 4.3143], [0.3033, 1.7869, 2.4269], [1.8008, 0.4936, 1.4310], [-1.0602, -0.5225, 2.8477], [0.4604, -7.2676, 2.7933], [1.9207, -0.3319, -2.7786], [-1.3647, -6.2842, 3.3431], [-1.9642, -2.9906, 3.1606], [-0.1410, -0.7864, 6.1345], [5.5295, -2.9778, 0.2931], [-1.4677, -0.4588, 1.8528], [1.0553, 0.3140, 7.5380], [2.3500, 0.5530, 0.1305], [2.3178, -2.9072, -7.7686], [-2.7459, 1.0564, -0.8124], [-1.0197, -0.7766, 6.7677], [0.4134, -0.9697, -9.6544], [-0.7748, -0.3344, -7.9242], [6.3714, -4.0066, 2.3896], [-2.3578, 0.5370, -4.6767], [0.8852, -2.2284, 2.1593], [-3.0488, -5.0356, 3.8074], [-1.3363, 2.8064, -3.8086], [1.3928, -2.6027, -8.2595], [0.5945, -5.1385, 2.4765], [0.2562, -0.5598, -8.1988], [-1.3890, -3.8943, 3.0645], [2.1116, -0.8139, 4.5066], [1.0961, 1.2255, -4.5034], [1.7496, 1.6206, -0.5487], [0.7090, -1.6696, -7.4149], [-1.8632, -7.1973, 3.6448], [4.8609, -3.1041, 1.1341], [3.1615, -3.4405, 3.3076], [1.6227, -1.8941, -9.5851], [4.4862, -3.8603, 3.3975], [0.8681, 0.3202, -7.9707], [2.5204, -3.5823, 4.1706], [3.0312, -0.7915, 3.9397], [-1.9246, 0.7165, 1.2111], [3.0543, -0.1465, -0.2799], [-0.4651, -1.5197, -9.9932], [3.1720, -2.2405, 0.1265], [0.8139, 2.2293, 0.3102], [2.0474, -0.2324, 2.1862], [-1.6079, -1.5240, 0.9530], [0.9245, -1.4179, 3.9958], [0.5556, -0.1188, -10.3179], [2.6688, -2.8274, 2.1328], [-1.1305, -1.8345, 4.6296], [5.3422, -3.6891, 2.3143]],
  "e_lumo_ev": [-3.215, -3.994],
  "multiplicity": 4,
  "relative_energy_kcal_mol": 16.0,
  "total_charge": 1,
  "gap_ev": [5.64, 6.81]
}

***

[2]
{
  "formula": "C37H44AsN4O10S3TeV",
  "method": "ωB97M-V with the def2-TZVPD basis set",
  "elements": ["N", "C", "H", "H", "O", "C", "H", "H", "O", "C", "H", "H", "S", "O", "H", "H", "C", "C", "H", "H", "S", "C", "C", "H", "S", "C", "H", "H", "C", "C", "C", "O", "C", "Te", "H", "C", "C", "H", "H", "C", "H", "C", "H", "H", "C", "N", "H", "C", "H", "H", "H", "O", "H", "H", "C", "C", "C", "H", "C", "H", "C", "V", "C", "C", "H", "O", "C", "C", "H", "C", "C", "H", "H", "C", "H", "As", "C", "H", "N", "H", "C", "O", "N", "C", "H", "C", "O", "C", "H", "H", "O", "C", "H", "H", "H", "H", "C", "H", "H", "O", "H"],
  "coordinates": [[-1.5801, -1.6451, -2.1286], [3.7077, 4.2542, -2.8738], [0.3515, 4.4729, 2.4281], [0.2855, 2.7128, 6.4889], [-0.1814, 1.9565, -0.5698], [2.3769, 3.0023, -1.3261], [5.3627, 5.8052, 6.2564], [4.1582, 4.0543, -0.7677], [0.6263, -1.4642, 0.5264], [-1.1617, 2.6312, 3.8057], [4.1705, 5.7090, 7.5427], [4.5351, -0.7662, 1.3587], [0.1105, 1.5956, -1.9866], [3.7778, 2.1708, 1.0358], [0.3584, 1.2672, 5.4396], [-1.9762, -1.9502, -3.0042], [-5.1083, 1.1871, 0.3893], [2.9487, 2.7333, 4.9674], [2.2624, 6.5201, 4.7884], [-5.6954, 2.8660, 5.2309], [1.6870, -1.5150, 1.6097], [1.6617, 4.5952, 4.1027], [3.7228, 3.6261, 5.6962], [2.8796, 0.7201, 4.1724], [-3.9741, -0.4812, -1.6481], [1.8959, 3.2228, 4.1841], [1.7999, -3.7329, 0.0326], [6.2766, -3.5123, -2.4790], [5.3471, -2.2522, 0.0305], [2.8408, 3.9124, -3.9001], [5.0977, -3.4003, -0.7157], [2.0792, 0.4461, -0.1842], [-4.9766, 3.6330, 5.5175], [0.6526, 1.6608, 3.1962], [3.6083, -4.8248, -1.2937], [3.4869, 3.8002, -1.5797], [6.1804, -4.0346, -1.5277], [-6.5465, 2.7288, -0.0147], [-4.9362, 3.6685, 6.6018], [-0.2987, 1.9033, 6.0511], [-1.1065, 2.8777, 1.1764], [3.2413, 1.2605, 5.0575], [-2.9666, -1.1681, 2.1074], [4.0284, 6.9613, 6.3071], [3.8136, -3.9358, -0.7173], [-1.8129, -0.1080, -0.3591], [-6.0561, 1.8286, -1.4502], [-2.6143, 2.7913, 5.7229], [-0.5686, -1.5366, -2.0929], [4.3120, 1.0953, 5.1647], [-1.5645, -2.0641, 1.4471], [1.2071, -2.4021, 2.6257], [6.3367, -1.8220, 0.0279], [-2.0382, -2.2605, 3.1634], [3.0809, -2.2158, 0.7670], [2.4571, 5.4589, 4.8488], [-2.1752, 3.1576, 3.0031], [4.5661, 4.8728, -3.0815], [-1.3848, 2.4496, 5.1796], [4.5275, 3.2521, 6.3117], [-3.9195, 0.5359, -0.2133], [0.0350, 0.1895, 0.2280], [2.8051, -3.3435, 0.0184], [-1.9755, -1.5668, 2.3276], [-4.1631, 3.9215, 2.9572], [1.2231, 2.6281, 1.5492], [1.5307, 2.6344, -2.3632], [-2.2766, -0.7650, -1.4044], [-5.8684, 0.4281, 0.5921], [-3.6352, 3.3130, 4.9378], [-1.0648, -0.4392, 2.7502], [-4.9672, 3.0276, -0.7485], [5.9469, -5.0741, -1.7397], [1.7438, 3.1020, -3.6456], [-5.3419, 4.5863, 5.1433], [2.1845, 1.9670, 0.3125], [-5.7047, 2.2629, -0.5183], [-0.3189, 5.3294, 3.8284], [-2.7418, 0.6109, 0.2772], [-2.8434, 3.0495, 0.9776], [-1.9834, 3.4019, 1.5418], [-0.8340, -0.2528, 3.9432], [-0.5495, 0.3459, 1.7978], [3.4791, 4.9942, 5.6597], [3.8360, 1.5463, 1.7729], [4.3063, 5.9272, 6.4849], [0.4350, 0.1821, -2.0710], [0.5807, 5.1603, 3.2378], [7.1363, -3.9811, -1.0132], [-2.7857, 2.6288, 6.7769], [2.0861, -0.2189, 2.1814], [4.3433, -1.6553, 0.7754], [-4.7938, 1.6248, 1.3393], [1.0506, 2.8246, -4.4239], [0.8970, 6.1135, 2.8194], [-0.7211, 1.3069, 6.8563], [-3.3898, 3.5014, 3.5857], [2.7536, 0.8390, 5.9382], [3.0160, 4.2722, -4.9023], [-0.9693, 1.9531, -2.8607], [-1.8729, 4.4697, 1.3490]],
  "e_lumo_ev": [-3.831, -3.009],
  "multiplicity": 2,
  "relative_energy_kcal_mol": 78.2,
  "total_charge": 1,
  "gap_ev": [6.78, 7.67]
}

***

[3]
{
  "formula": "C37H44N11O3S2Ti",
  "method": "ωB97M-V with the def2-TZVPD basis set",
  "elements": ["H", "H", "C", "H", "C", "H", "N", "C", "C", "H", "H", "H", "C", "N", "C", "H", "H", "H", "H", "N", "C", "C", "C", "C", "C", "C", "H", "H", "C", "C", "H", "H", "C", "N", "H", "C", "Ti", "C", "C", "C", "H", "H", "H", "H", "H", "N", "H", "N", "C", "N", "H", "H", "S", "S", "C", "C", "C", "C", "H", "H", "H", "C", "C", "H", "C", "H", "H", "H", "N", "C", "H", "H", "N", "C", "H", "C", "H", "O", "H", "C", "C", "C", "H", "C", "O", "N", "C", "N", "C", "H", "H", "H", "H", "H", "H", "C", "O", "H"],
  "coordinates": [[-2.3111, -1.6999, -1.1212], [1.6527, 1.1961, 0.3086], [-4.3248, 3.0965, 0.2561], [0.6319, -2.5211, -1.4445], [-3.7902, -0.5638, 2.9962], [-2.3216, 1.5092, -2.0404], [1.7569, -4.4868, -0.5721], [1.9820, -5.6424, -1.1326], [2.6753, -5.3299, 1.5266], [2.1088, -2.8633, 2.1840], [-1.8403, -3.0986, 4.5174], [4.7004, -0.8343, -1.7752], [-2.4322, 2.4593, 1.3163], [-3.4676, 2.0926, 0.4977], [2.1223, 0.3272, 0.0001], [2.9044, -7.6068, -0.9359], [-0.4253, -0.7307, -5.4883], [0.0218, -2.7205, 3.1007], [4.0847, 6.4722, 1.8807], [1.9557, -3.0058, 1.1805], [-2.8918, -2.0449, -0.2401], [2.3408, -1.9090, 0.3492], [2.1175, -4.3215, 0.7158], [3.1916, 0.3917, -0.7855], [0.6147, 2.6563, -3.1633], [-4.1164, 4.3987, 0.7203], [3.0467, -5.0915, 2.5119], [-3.1518, 0.0039, 0.1749], [1.8769, -2.4484, -4.1199], [-2.9901, 4.6204, 1.4923], [-3.8231, -2.4685, -0.6315], [-2.6480, 4.0766, -1.6679], [-4.0988, -1.1337, 1.6378], [-0.1197, 0.3731, -2.8411], [-0.0726, -3.1126, 0.8799], [0.3698, -0.0304, -5.2224], [-0.7268, -0.4725, 1.2778], [-0.0813, -0.4094, -1.6809], [-1.7491, 3.6251, -2.0994], [-0.7056, 4.5186, -2.3903], [-4.3256, -2.1892, 1.6416], [1.4528, -2.6915, -5.0883], [-4.7604, 5.2602, 0.5502], [1.2947, -0.1657, -5.7997], [0.1906, 3.3235, 0.1477], [-3.0183, -0.8869, 0.6324], [-3.8644, 0.5194, 3.0526], [3.8122, 5.7497, 1.2234], [1.8227, 4.5477, 0.6263], [-2.1312, 3.6737, 1.8108], [1.3438, 4.6639, -3.1781], [4.0241, -2.8558, -0.8270], [-2.0532, -0.8940, 3.5797], [-0.3383, 1.8052, 2.6985], [2.7867, 4.9515, 1.5819], [3.4218, -1.9898, -0.5386], [0.7635, 3.0951, 2.2203], [1.6548, 3.5937, 3.1838], [-2.7738, 5.6397, 1.9423], [-4.4225, -0.9650, 3.7681], [3.7676, 6.1472, 0.3118], [2.6528, -6.6433, -0.4458], [1.0969, -1.4512, -3.3025], [0.0410, 1.0255, -5.3711], [3.8139, -0.8064, -1.1155], [3.2404, 4.9558, 3.6982], [1.8827, 4.8745, -0.4149], [-3.0583, -3.0244, 3.2190], [0.7316, -0.1981, -3.7876], [2.6393, 4.5349, 2.8960], [1.9489, -3.4099, -3.6452], [-2.8202, -3.6291, 1.1962], [-1.4651, 1.4876, 1.6292], [-2.1242, -3.1738, 0.5082], [3.5525, 1.3584, -1.0607], [-2.0297, -2.6986, 3.5102], [1.6772, -5.8081, -2.2111], [-0.7976, 1.9102, 4.0350], [-0.7587, -4.2559, 2.6344], [0.4928, 4.0191, -2.9391], [0.5688, -1.6444, -2.0454], [3.0021, -6.5046, 0.8681], [-0.7537, 5.5899, -2.1560], [-1.6134, 2.2487, -2.3252], [0.5154, 0.5701, 2.4760], [-0.9374, -2.6843, 1.2381], [-0.4281, 1.7977, -2.8545], [1.6082, -0.8112, 0.5131], [-0.8974, -3.1615, 2.6348], [3.4983, -7.3652, 1.3915], [2.9059, -2.1327, -4.3466], [-1.8405, -3.9352, -0.1957], [1.5143, 3.4268, 4.2524], [-5.0443, -0.7679, 1.2560], [1.5636, 2.1913, -3.5067], [0.8386, 3.6431, 0.9485], [-0.6808, -0.0581, -0.6395], [-5.2501, 2.9266, -0.2537]],
  "e_lumo_ev": [-4.680, -4.468],
  "multiplicity": 2,
  "relative_energy_kcal_mol": 0.0,
  "total_charge": 2,
  "gap_ev": [7.84, 8.05]
}

***

| no. | calculated total energy (Eh) |
| --- | --- |
| 1 | -1953.517156 |
| 2 | -7049.906761 |
| 3 | -3909.863492 |